14
Properties=species:S:1:pos:R:3:forces:R:3 method="wB97M-V/def2-TZVPD" orbital_gap_ha=0.310 smiles="CN1N=CN(Cl)[C@@H]1C#N" relative_energy_kj_mol=274.9 homo_energy_ev=-8.41 e_tot_ha=-834.50255
Cl 2.573541 2.577844 -0.965820 -0.86 -0.79 0.06
N 0.893818 2.036404 -1.034646 -0.01 1.49 0.24
N -0.289400 0.185426 -3.673041 -0.89 -0.48 -2.61
N -0.511385 0.355835 -0.349808 0.38 0.16 -1.16
N -0.764108 1.463612 0.343041 0.62 2.99 1.81
C -0.780568 -0.968281 0.180145 -1.25 0.88 2.38
C 0.543744 0.648832 -1.308798 2.97 -0.57 1.35
C 0.125243 0.511262 -2.677193 0.33 -0.28 1.44
C 0.089493 2.421872 0.063428 -1.47 -1.03 -0.58
H -1.708012 -1.386693 -0.205569 0.09 -0.06 -0.52
H 0.069119 3.508583 0.332921 -0.19 -1.52 0.13
H -1.046742 -0.914699 1.359786 1.42 -0.08 -2.64
H 1.516434 0.070619 -1.127213 -1.30 -0.01 -0.43
H 0.071334 -1.551163 -0.131406 0.16 -0.71 0.54

116
Properties=species:S:1:pos:R:3:forces:R:3 method="wB97M-V/def2-TZVPD" total_charge=+2 orbital_gap_ha=0.263 relative_energy_kj_mol=78.8 homo_energy_ev=-11.94 e_tot_ha=-3833.00666
P 3.202763 0.795964 -5.431464 0.87 0.20 -1.03
P -3.183407 0.869244 -3.003904 0.88 -1.73 -1.41
F -2.104577 0.930234 -1.820524 0.26 0.70 1.05
F 3.044453 -0.774576 -5.262634 -0.26 -1.52 -0.10
F 1.873313 0.832994 -6.308484 -0.54 0.64 -1.23
F -3.122707 -0.782216 -2.709134 0.16 -0.18 -0.96
F 4.028123 0.604324 -6.849924 0.20 0.13 1.73
F -4.437247 0.874754 -2.034094 -0.39 0.66 0.46
F 2.161183 1.028404 -4.216164 0.26 0.35 1.93
F -4.124517 0.622094 -4.303694 -0.17 0.41 0.80
F -1.936327 0.859984 -4.067524 0.10 -0.57 0.39
F 3.495033 2.403854 -5.483044 -0.36 -0.44 -0.14
F -3.169657 2.466994 -3.105304 -0.69 0.53 -0.07
F 4.478733 0.633224 -4.394554 -0.39 0.61 -0.75
O 1.840003 -0.595016 0.709516 0.12 -0.78 -0.78
O 1.130253 1.270184 1.552056 -0.51 2.71 3.02
N 0.870773 0.161454 5.415316 -4.88 -1.87 -0.32
N -2.730767 -4.157516 -0.123714 6.54 2.02 -0.03
N -1.401347 4.347484 -5.379714 1.99 -0.59 2.81
N -0.591787 -4.119836 0.571676 -3.67 2.65 -1.62
N -1.139177 -0.881706 4.979806 5.61 3.46 1.26
N 0.828483 -4.912856 -3.046574 2.32 4.17 1.83
N 0.560393 4.603654 6.394196 2.82 -0.60 -3.55
N 0.234713 4.041304 -3.890564 -2.54 0.71 -1.71
N 1.907843 -2.948066 -2.605014 -2.34 -3.22 -1.18
N 1.887053 4.339004 4.603956 -4.20 -0.95 4.79
C -2.755027 4.499704 -5.895134 -1.90 -0.14 -0.74
C 2.019253 -4.365016 -2.575044 -1.32 2.81 -1.34
C 0.869353 1.085904 -0.792954 1.15 0.03 -0.62
C 0.096383 4.891484 7.701536 0.08 1.06 1.26
C 0.062043 -0.367716 4.428056 -0.31 -0.94 2.05
C 2.937213 -1.990506 -2.374924 1.00 0.00 2.16
C -2.390067 -2.763696 -0.008604 2.38 -2.47 1.24
C 0.626833 -6.318276 -3.280614 -0.28 -0.90 0.40
C 0.814683 4.022784 -5.142714 -1.68 -0.08 -1.58
C 2.198603 0.743314 5.338306 -0.54 0.18 -0.50
C -1.099707 4.342284 -4.000884 1.51 -0.80 -3.49
C -2.200187 -1.539356 4.337826 0.26 -3.30 -0.84
C 1.356973 0.560894 0.594506 -1.34 -1.95 -2.00
C -1.588017 -4.878946 0.102186 -1.06 0.86 0.51
C -0.363037 6.359504 7.855356 -1.04 0.03 -0.27
C 0.001153 -3.821766 -3.182374 -1.43 -0.55 -1.18
C -3.226637 3.326404 -6.837474 1.77 -0.48 0.47
C -1.059987 -2.771876 0.500796 -1.53 -1.10 -0.76
C 0.610113 -2.605396 -2.958524 0.28 -2.89 0.01
C 1.774313 4.920814 5.821686 -1.26 -0.33 -0.50
C 1.049173 3.945874 -2.729464 0.92 0.99 0.92
C 2.883983 4.476604 3.695296 2.27 0.66 -4.35
C 0.085263 0.112104 6.629586 0.68 -0.56 -2.33
C 0.479433 -5.639506 2.033186 0.64 -0.08 0.31
C -3.847667 -4.785346 -0.632644 -2.08 -0.82 -0.99
C -1.895257 -3.141446 4.309276 -1.40 1.44 -0.95
C -0.187757 4.123764 -6.101324 -0.58 0.77 2.47
C 0.687013 -4.589346 0.989356 0.27 -0.34 -1.02
C -1.074567 -0.576836 6.334036 0.33 0.63 -0.05
C 0.721483 3.569034 4.384516 -0.66 1.06 2.10
C 1.016843 -6.769766 -4.682674 1.13 -0.50 0.76
C -0.094637 3.768604 5.510336 1.48 -0.02 -1.15
H 1.166453 -6.711966 -2.419264 0.31 -0.92 -0.51
H -2.692517 -3.582846 3.711256 -0.36 0.04 0.07
H 1.495633 -5.748276 2.412116 -0.35 -0.87 0.63
H 0.143433 -6.772646 -5.334794 0.51 0.39 -0.27
H 2.926813 0.057054 5.770576 -0.05 0.32 0.19
H 3.868263 -2.457036 -2.696784 0.08 0.76 -0.10
H 1.719273 4.790174 -2.891394 0.45 -0.08 0.79
H 0.404573 0.439294 -1.537254 -0.22 -0.74 0.66
H 1.916073 -6.228166 -4.976164 -0.51 0.53 -0.67
H -1.035047 6.664944 7.053356 -0.47 -0.62 -0.13
H -2.146097 -1.250626 3.288156 -0.68 0.25 0.12
H 2.437423 0.926284 4.290646 0.00 0.00 -0.03
H 0.896403 4.628304 8.393486 -0.01 0.21 0.16
H -0.256047 -5.374716 2.792836 0.40 0.37 0.23
H 0.382223 -0.504376 3.405706 0.02 0.27 -0.33
H 0.252043 1.983774 -0.822134 0.10 -0.08 0.72
H -2.631727 3.257884 -7.748234 -0.41 0.61 -0.40
H -0.350577 -2.005486 0.776096 -0.08 0.41 -0.21
H -1.937617 -0.862566 6.917046 0.27 0.25 0.37
H 0.488253 4.084414 -1.805194 -0.10 -0.01 -0.25
H -0.931377 6.486774 8.776706 0.21 -0.04 0.06
H -1.038767 -3.309636 3.656406 0.47 0.07 0.62
H 2.939083 -4.872156 -2.323804 -0.13 -0.06 -0.16
H -0.142177 4.218604 -7.176184 -0.02 -0.25 0.19
H 1.105823 -5.052626 0.096006 0.40 -0.10 0.02
H -3.515377 4.560764 -5.116524 0.62 -0.56 0.79
H 0.544043 2.965204 3.506856 0.25 0.04 -0.27
H -1.912607 -3.692536 5.249536 0.46 0.46 0.09
H 1.440883 -7.773366 -4.649724 -0.53 -0.33 0.16
H -1.549397 -5.939576 -0.097764 0.06 0.04 0.29
H -0.971597 -4.067916 -3.581824 -0.18 0.57 0.10
H 1.790743 1.316814 -1.327574 0.30 0.33 -0.04
H 3.843803 4.943734 3.915846 -0.31 -0.18 1.05
H -3.051627 -1.990196 -0.369784 0.04 0.17 0.19
H 3.064703 3.529634 3.186686 0.12 -0.06 0.11
H 2.459053 5.125894 2.929816 0.27 0.04 -0.46
H 0.067393 -6.542166 1.582046 0.49 -0.20 0.04
H -0.404227 -6.644686 -3.144744 -0.20 0.65 0.35
H -2.862757 5.525564 -6.247404 0.32 -0.17 -1.03
H -3.116687 -1.281916 4.868726 -0.08 -0.10 -0.47
H 2.881923 -1.894936 -1.290534 0.82 0.24 0.37
H 0.333003 7.192954 7.760536 0.92 -0.66 0.48
H 1.881913 4.052564 -5.305584 -0.07 -0.63 0.21
H 1.355333 -3.756936 1.209666 -0.35 0.12 0.39
H 2.733053 -0.964916 -2.682484 -0.09 -0.48 -1.01
H -4.219067 -4.268836 -1.517734 -0.74 0.59 0.64
H -0.661617 4.120984 7.842496 -0.46 0.60 0.46
H -3.603657 -5.737196 -1.104394 0.16 -0.32 0.71
H -1.058477 3.387184 5.813516 0.06 -0.12 -0.42
H 2.035963 1.687054 5.858886 0.94 0.02 0.11
H -4.438557 -4.874526 0.278936 -1.32 -0.40 -0.96
H -4.283617 3.121284 -7.007194 -0.01 1.03 -0.01
H 1.641313 3.032824 -2.667804 -0.35 -0.05 -0.39
H -2.913007 2.382164 -6.392334 0.07 0.02 0.73
H -1.774727 4.691084 -3.233364 0.04 -0.66 0.04
H 0.531563 0.671944 7.438166 -0.54 -0.55 0.46
H 0.134383 -1.641656 -3.064764 0.57 0.26 0.06
H 2.508983 5.621684 6.189686 -0.11 -0.14 0.27

125
Properties=species:S:1:pos:R:3:forces:R:3 method="wB97M-V/def2-TZVPD" total_charge=-1 orbital_gap_ha=0.302 relative_energy_kj_mol=0.0 homo_energy_ev=-6.31 e_tot_ha=-2169.95146
O -22.866994 19.592404 31.667738 1.37 -0.29 -0.57
O -20.346345 14.133273 27.789805 0.19 0.26 -1.06
O -18.141237 18.239504 21.547828 -0.38 0.04 0.22
O -17.541061 21.934298 30.344126 -0.67 0.01 -0.78
O -16.790801 18.513981 29.764907 -0.38 0.48 -0.47
O -20.299266 19.104770 30.696069 0.73 -0.61 -0.26
O -20.939584 14.052516 25.020620 0.05 1.35 -0.54
O -26.468269 17.129402 24.346926 0.88 0.22 -0.10
O -16.567620 21.517547 27.373870 -0.51 0.16 -0.21
O -18.791106 19.956628 28.556964 0.15 0.49 0.30
O -20.486956 22.244217 28.935126 0.35 -0.87 -0.13
O -21.054684 23.267166 23.921610 -0.29 -0.18 0.87
O -21.920420 23.034096 26.631242 -0.19 -0.79 0.58
O -20.703443 18.818086 20.452685 -0.01 0.06 -0.07
C -20.449590 17.010019 31.908090 -0.54 0.02 0.17
C -20.885747 22.468394 30.287962 -0.14 0.14 -0.13
C -21.250543 15.464394 24.640270 -0.29 -1.43 0.76
C -23.833137 19.211440 30.724089 -0.35 -0.16 -0.27
C -19.231030 14.848468 28.307067 0.35 0.00 -0.16
C -19.234240 23.585520 22.452591 0.49 0.10 -1.37
C -23.839930 20.082483 29.456564 -0.42 0.09 0.67
C -25.095063 17.646619 24.398832 -0.77 -0.49 0.04
C -19.966779 16.221238 24.542336 0.30 0.83 -0.48
C -15.786235 16.667079 28.583875 0.56 -0.16 0.08
C -24.926825 18.450129 25.677431 -0.06 -0.26 0.44
C -20.022706 17.685709 30.616293 -0.30 -0.09 -0.28
C -20.365762 19.929338 26.681976 -0.09 -0.78 -0.62
C -17.995006 19.048330 22.713503 -1.27 0.57 -0.09
C -21.755589 23.713018 30.281385 -0.09 -0.07 -0.22
C -15.939296 18.181708 28.675932 -0.37 -0.18 -0.10
C -17.422415 21.224860 31.544581 0.44 -0.54 0.47
C -19.643314 23.392356 23.857573 -0.33 -0.19 1.09
C -16.558838 19.228538 23.083713 0.48 -0.53 -0.26
C -16.339353 23.827859 26.739938 -0.36 0.03 0.16
C -21.947984 19.551880 22.426482 -0.22 0.71 0.71
C -17.302440 22.741394 27.200689 0.18 -0.40 -0.02
C -18.889857 14.290537 29.664122 0.76 -0.04 0.18
C -23.920502 22.515919 25.296581 -0.23 0.47 0.88
C -19.203117 19.274148 27.413018 0.23 -0.63 0.32
C -21.903813 18.685994 21.214383 0.03 -0.37 -0.44
C -23.204719 22.360739 26.657115 0.77 -0.33 -0.68
C -17.402760 22.214879 32.690094 0.07 0.39 -0.06
H -16.658228 22.993295 32.480633 0.01 -0.20 0.03
H -17.809108 23.003210 28.138244 0.15 0.12 -0.16
H -18.325306 14.729795 27.685791 -0.37 -0.02 -0.14
H -20.568702 17.240578 29.758950 0.01 0.27 0.33
H -15.117305 16.297977 29.372519 -0.17 0.11 0.00
H -20.491041 15.917318 31.839020 0.37 0.16 -0.19
H -21.480380 17.288759 32.167254 0.23 0.22 -0.03
H -15.881023 23.534312 25.794371 0.11 0.01 0.05
H -23.782542 23.510226 24.865598 0.14 -0.02 0.12
H -21.306319 19.782901 27.222459 0.11 0.32 0.13
H -19.990464 22.595095 30.908036 -0.12 0.04 -0.03
H -19.307407 24.236502 24.476019 0.01 -0.05 -0.03
H -24.457509 16.753738 24.375145 -0.03 0.22 0.18
H -25.654193 19.263802 25.719157 0.19 0.11 -0.14
H -21.899702 15.874827 25.430222 0.15 -0.07 -0.25
H -21.935407 17.630699 21.482462 -0.19 -0.07 0.04
H -16.376960 18.579118 27.751343 0.13 -0.09 0.01
H -18.584366 13.245688 29.560065 -0.36 -0.06 0.07
H -16.450340 20.015314 23.820704 0.04 0.09 0.21
H -15.989158 19.493672 22.188116 -0.04 0.09 0.09
H -17.554285 19.056430 29.380459 0.72 -0.41 0.28
H -19.173949 22.489524 24.261393 0.11 -0.06 0.07
H -22.853550 20.234614 29.019660 0.10 -0.22 0.04
H -20.189561 17.226434 24.147206 0.01 -0.24 0.15
H -16.874039 24.773895 26.584061 0.01 -0.19 -0.01
H -21.314072 23.130175 24.877322 0.30 0.24 -0.91
H -18.361794 19.118053 26.691474 -0.28 0.27 0.25
H -14.941245 18.632645 28.775371 -0.22 0.11 0.15
H -19.277671 15.768217 23.829891 -0.03 -0.13 0.03
H -21.452750 21.606356 30.654795 0.05 0.09 0.08
H -19.702536 14.395054 30.377440 -0.08 -0.11 0.00
H -19.677666 19.536534 30.039266 -0.58 -0.30 -0.05
H -24.519015 19.641437 28.720382 0.09 0.11 -0.08
H -20.186455 20.979300 26.454612 -0.02 0.04 0.14
H -22.641195 23.533701 29.657777 0.15 0.06 0.06
H -19.561268 22.755960 21.816496 -0.09 0.01 0.14
H -20.493953 19.400827 25.719024 -0.01 0.20 0.14
H -19.506605 18.237136 27.701710 -0.02 0.28 -0.26
H -24.858233 18.212371 23.490607 -0.16 0.09 0.16
H -17.203825 20.853727 27.719849 0.16 0.38 0.04
H -23.045569 21.275015 26.790357 -0.03 0.38 0.26
H -19.662063 24.500199 22.035611 0.01 0.00 0.04
H -16.740482 16.164411 28.719843 -0.13 0.07 -0.16
H -17.996932 14.791407 30.065747 -0.33 0.14 -0.01
H -19.418080 15.931887 28.374408 -0.15 -0.21 -0.07
H -19.797905 17.293824 32.736978 -0.04 -0.01 -0.05
H -16.130747 18.301776 23.474453 0.00 0.08 0.05
H -21.350388 22.681883 27.384568 -0.78 0.49 -0.62
H -24.228708 21.066777 29.747946 0.12 -0.05 -0.25
H -23.917672 18.830139 25.871000 -0.08 0.06 -0.40
H -26.991383 17.651374 23.733911 0.12 0.12 0.02
H -15.331423 16.347722 27.635827 -0.18 0.15 0.07
H -21.792625 15.501429 23.689283 0.09 -0.22 0.09
H -25.152836 17.812625 26.539221 -0.05 -0.07 -0.18
H -23.576911 21.781473 24.574301 0.04 -0.07 -0.05
H -17.134966 21.731905 33.630639 -0.10 -0.01 0.03
H -22.108369 23.989925 31.272790 0.09 -0.07 0.15
H -18.960519 17.505440 30.412782 -0.06 0.22 0.14
H -15.566502 24.015739 27.485890 0.06 -0.15 -0.03
H -18.603066 18.641785 23.543223 0.42 -0.07 -0.07
H -21.205637 24.556184 29.853880 -0.04 -0.07 0.04
H -18.434673 20.050615 22.538466 0.12 -0.22 -0.15
H -24.999283 22.405490 25.478260 0.21 -0.20 -0.22
H -22.756384 18.914844 20.571064 -0.11 -0.17 -0.02
H -21.176630 19.327321 23.163635 0.11 -0.11 -0.10
H -24.796969 19.332123 31.235631 0.05 -0.01 -0.15
H -18.222860 20.481774 31.655237 -0.06 0.18 0.09
H -20.803804 19.550155 19.838104 0.15 0.06 0.09
H -22.916900 19.439287 22.929138 0.12 -0.04 -0.05
H -21.947720 19.432121 31.275217 -1.17 0.29 0.53
H -17.994541 21.359572 29.692021 0.47 0.26 0.18
H -23.814659 22.722329 27.493748 0.09 0.10 -0.17
H -18.080456 22.610658 26.429815 0.08 -0.02 0.14
H -19.958211 21.396853 28.887706 -0.19 0.59 -0.19
H -19.080644 18.300625 21.267863 0.73 0.05 0.03
H -16.484615 20.646202 31.538837 -0.12 0.08 0.05
H -21.854872 20.613289 22.176302 0.04 -0.06 -0.02
H -18.142179 23.637711 22.341715 -0.21 0.07 0.17
H -18.355018 22.745239 32.798096 0.00 -0.24 0.03
H -19.447249 16.382214 25.485564 -0.11 -0.23 0.16
H -20.365620 14.183403 26.796685 -0.05 -0.12 1.19
H -21.606407 13.436758 24.703531 -0.15 0.26 0.03
H -23.786835 18.135169 30.454163 0.31 0.32 0.09